1.
Entry from the Open Molecules 2025 dataset: C17H17BrN2O5 in the gas phase (ωB97M-V with the def2-TZVPD basis set).

Geometry as XYZ:
```
42
C17H17BrN2O5 (ωB97M-V with the def2-TZVPD basis set)
C -4.8883 -0.3060 2.5423
C -4.7727 -0.0363 1.0493
O -3.6403 -0.6979 0.4830
C -2.4482 -0.0587 0.6050
O -2.3489 1.0301 1.1329
C -1.3196 -0.7680 0.0381
C -1.3810 -1.9276 -0.6804
N -2.4902 -2.6597 -0.9123
O -0.2861 -2.5325 -1.2007
C 0.9547 -2.1388 -0.7764
C 2.0263 -2.9724 -1.0748
C 3.2926 -2.6524 -0.6273
C 3.4666 -1.5177 0.1476
Br 5.1948 -1.0835 0.8012
C 2.4071 -0.6828 0.4473
C 1.1434 -0.9723 -0.0420
C -0.0047 -0.0295 0.1388
C 0.0240 1.0927 -0.9631
C -0.3824 0.5350 -2.2271
N -0.7289 0.0699 -3.2120
C 1.4078 1.7192 -1.0966
O 2.3115 1.2513 -1.7356
O 1.4704 2.8480 -0.3992
C 2.7089 3.5680 -0.4229
C 3.7331 2.9778 0.5344
H -4.0294 0.1141 3.0593
H -4.9267 -1.3764 2.7310
H -5.7924 0.1571 2.9267
H -4.6826 1.0390 0.8659
H -5.6338 -0.4350 0.5080
H -2.4163 -3.3896 -1.6005
H -3.3805 -2.2281 -0.7294
H 1.8526 -3.8600 -1.6610
H 4.1338 -3.2833 -0.8678
H 2.5599 0.1983 1.0519
H 0.0545 0.4855 1.1030
H -0.6940 1.8605 -0.6563
H 3.0989 3.5604 -1.4457
H 2.4390 4.5852 -0.1331
H 4.0484 1.9955 0.1924
H 3.3136 2.8968 1.5347
H 4.6050 3.6242 0.5717
```

Gap between HOMO and LUMO ... 9.32 eV
DFT total energy ... -3717.77432 hartree
Relative energy (zero: lowest compared OMol25 entry of this formula, charge and spin) ... 14.0 kcal per mole
Net charge ... 0
Largest force on an atom ... 0.89 eV/Å

***

2.
Entry from the Open Molecules 2025 dataset: C17H17ClN2O3S in the gas phase in a non-equilibrium geometry (ωB97M-V with the def2-TZVPD basis set).

Geometry as XYZ:
```
41
C17H17ClN2O3S (ωB97M-V with the def2-TZVPD basis set)
C 2.0548 0.6155 4.6493
C 1.0466 0.1791 3.6718
C -0.3036 0.0522 4.5291
N 1.2037 -1.1753 3.0783
C 0.9138 -1.2221 1.7610
C 1.0586 -2.5599 1.1934
C -0.1249 -3.3265 0.9332
C -0.0275 -4.7211 0.6854
C 1.2139 -5.2923 0.6271
Cl 1.2836 -7.0840 0.4672
C 2.3977 -4.5802 0.8024
C 2.3418 -3.1766 1.0836
C 0.5743 -0.0952 0.8683
C 0.0669 -0.3302 -0.4107
C -0.6431 0.6640 -1.0012
C -0.5751 1.9516 -0.4860
N -0.9980 3.0392 -1.2475
S -2.6400 3.3922 -1.6684
C -2.6182 3.9258 -3.3702
O -2.7535 4.5746 -0.8883
O -3.5837 2.3203 -1.3887
C 0.0016 2.1534 0.7503
C 0.4975 1.1444 1.5122
O 0.8598 1.3129 2.8239
H 2.2918 -0.2379 5.1987
H 2.8730 1.1797 4.2039
H 1.6559 1.3872 5.3691
H -0.3535 -0.8373 5.1998
H -0.4952 0.9929 5.0614
H -1.1709 -0.1650 3.8849
H -1.1093 -2.9456 0.9301
H -0.8755 -5.4015 0.4503
H 3.4170 -5.0033 0.7810
H 3.3246 -2.6075 1.3169
H 0.0649 -1.3485 -0.7748
H -1.0893 0.5104 -1.9042
H -0.4648 3.9075 -1.2192
H -2.4193 3.0503 -4.0669
H -3.5589 4.2776 -3.5638
H -1.7838 4.6112 -3.4859
H -0.0287 3.1635 1.0081
```

Gap between HOMO and LUMO ... 8.44 eV
DFT total energy ... -1851.52935 hartree
Relative energy (zero: lowest compared OMol25 entry of this formula, charge and spin) ... 76.0 kcal per mole
Net charge ... 0
Largest force on an atom ... 4.34 eV/Å

***

3.
Entry from the Open Molecules 2025 dataset: C17H17ClN4OS in the gas phase (ωB97M-V with the def2-TZVPD basis set).

Geometry as XYZ:
```
41
C17H17ClN4OS (ωB97M-V with the def2-TZVPD basis set)
C 2.4035 -3.7727 -0.6143
C 1.1251 -3.5695 0.1906
C 0.3896 -2.3253 -0.2825
S -0.9573 -1.8653 0.8893
C -0.3583 -0.3282 1.4259
N 0.8462 0.1262 1.2241
C 0.8618 1.3716 1.7953
C 1.8677 2.3248 1.8921
C 1.5208 3.5059 2.5223
N 0.3226 3.7755 3.0335
C -0.6372 2.8746 2.9673
C -0.4091 1.6545 2.3556
N -1.1687 0.5355 2.1043
C -0.2863 -2.5292 -1.6323
O -0.4592 -3.6193 -2.1281
N -0.7510 -1.4039 -2.2350
C -0.6271 -0.0618 -1.8088
C 0.6194 0.5505 -1.8281
C 0.7409 1.8657 -1.4148
Cl 2.2850 2.6266 -1.4508
C -0.3663 2.5751 -0.9798
C -1.6042 1.9582 -0.9812
C -1.7627 0.6438 -1.3981
C -3.1052 -0.0184 -1.4049
H 3.0591 -2.9097 -0.5160
H 2.9326 -4.6516 -0.2557
H 2.1668 -3.9191 -1.6649
H 0.4728 -4.4363 0.0694
H 1.3672 -3.4574 1.2491
H 1.0457 -1.4540 -0.2780
H 2.8536 2.1521 1.4954
H 2.2443 4.3024 2.6306
H -1.5890 3.1425 3.4060
H -2.1251 0.3694 2.3658
H -1.3334 -1.5726 -3.0461
H 1.4844 0.0032 -2.1689
H -0.2602 3.5943 -0.6438
H -2.4681 2.5133 -0.6460
H -3.0636 -0.9749 -0.8849
H -3.8480 0.6131 -0.9255
H -3.4290 -0.2097 -2.4282
```

Gap between HOMO and LUMO ... 8.97 eV
DFT total energy ... -1810.71559 hartree
Relative energy (zero: lowest compared OMol25 entry of this formula, charge and spin) ... 0.0 kcal per mole
Net charge ... 0
Largest force on an atom ... 0.93 eV/Å

***

> Which of these has the highest DFT total energy?

C17H17ClN4OS